i:
FNO4S | the ωB97M-V functional and the def2-TZVPD basis

Structure (XYZ):
```
7
Properties=species:S:1:pos:R:3:mulliken_charge:R:1
N 1.3100 -0.5486 -0.2493 1.11
O 1.0888 -0.7040 -1.3865 -0.36
O 1.3200 -1.1482 0.7454 -0.37
O -0.9966 0.3215 0.3157 -0.33
O -3.4577 0.6845 0.3730 -0.34
F 2.0022 0.9191 -0.1152 -0.37
S -2.1591 1.1015 0.7916 0.66
```

Properties
HOMO energy = -0.455 Ha
Lowest unoccupied orbital energy = -1.6 eV

=====

ii:
FNO4S | the ωB97M-V functional and the def2-TZVPD basis

Structure (XYZ):
```
7
Properties=species:S:1:pos:R:3:mulliken_charge:R:1
N 1.1240 -1.6209 0.8317 1.01
O 2.1497 -1.1130 0.8307 -0.38
O 0.4193 -2.5199 0.7382 -0.38
O -0.4580 0.0926 -0.0168 -0.36
O -0.9634 2.5844 0.1216 -0.39
F -0.9619 1.2744 -2.0726 -0.25
S -1.3096 1.3024 -0.4328 0.76
```

Properties
HOMO energy (spin up / spin down) = -0.412 / -0.321 Ha
Lowest unoccupied orbital energy (spin up / spin down) = -0.8 / -4.1 eV

=====

Name the most stable of them. i.

=====

i:
C10H18NO2 | the ωB97M-V functional and the def2-TZVPD basis

Structure (XYZ):
```
31
Properties=species:S:1:pos:R:3:mulliken_charge:R:1
C -0.2411 2.1885 -0.5364 -0.54
N 0.1425 1.1229 -1.1721 0.06
C 1.4117 0.3363 -1.2136 -0.33
C 1.7175 0.0492 -2.7243 -1.52
C 1.1258 -0.9145 -0.3072 0.10
C 2.5257 -1.5093 -0.0906 -1.46
C 0.6674 -0.4051 0.9968 0.48
O 1.3889 -0.0285 1.8826 -0.53
C -0.8272 -0.4759 1.1424 0.48
C -1.4522 -1.7990 1.2580 -1.82
C -1.5935 0.6080 1.3105 0.79
C -2.9926 0.7408 1.4594 -1.52
O -0.8812 1.8330 1.3015 -0.52
H 0.4693 2.8911 -0.2495 0.35
H -1.1186 2.5472 -0.8222 0.48
H -0.6369 0.7379 -1.7003 0.33
H 2.1825 0.8476 -0.5783 0.41
H 2.7045 -0.4983 -2.8727 0.34
H 1.6728 0.9467 -3.1993 0.48
H 1.1513 -0.7350 -3.0931 0.47
H 0.5311 -1.5274 -0.8525 0.65
H 2.4395 -2.3206 0.7733 0.31
H 3.3193 -0.7770 0.2880 0.33
H 3.0777 -2.0202 -0.8567 0.46
H -2.4668 -1.8261 1.4659 0.53
H -0.9505 -2.5009 2.0281 0.31
H -1.4251 -2.1921 0.2859 0.36
H -3.4667 1.7570 1.5656 0.33
H -3.4830 0.0480 2.2516 0.33
H -3.5302 0.2939 0.7015 0.44
H -1.4617 2.5819 1.5574 0.44
```

Properties
SMILES = C=[NH+][C@H](C)[C@@H](C)C(=O)/C(C)=C(/C)O
Total charge = +1
HOMO energy = -0.468 Ha
Lowest unoccupied orbital energy = -3.1 eV

=====

ii:
C10H18NO2 | the ωB97M-V functional and the def2-TZVPD basis

Structure (XYZ):
```
31
Properties=species:S:1:pos:R:3:mulliken_charge:R:1
C 1.6371 -3.4810 -0.3984 -0.90
N 0.2263 -3.0585 -0.5088 0.07
C -0.0803 -1.7571 -0.6586 0.08
C -1.3865 -1.3463 -0.7604 -0.61
C -2.4030 -2.2935 -0.7165 -0.23
C -2.0675 -3.6367 -0.5611 -0.62
C -0.7450 -3.9895 -0.4653 -0.01
H 2.2425 -2.6150 -0.1601 0.29
H 1.9541 -3.9219 -1.3385 0.35
H 1.7192 -4.2150 0.3963 0.38
H 0.7364 -1.0517 -0.6980 0.39
H -1.5699 -0.2850 -0.8616 0.50
H -3.4365 -1.9895 -0.8047 0.44
H -2.8173 -4.4108 -0.5094 0.41
H -0.4400 -5.0192 -0.3567 0.40
C 2.3707 2.7895 0.7656 -0.51
O 1.3473 3.7626 0.8000 -0.37
C 0.5364 3.7954 -0.3604 -0.58
C -0.7967 3.1229 -0.1312 -0.54
O -0.6572 1.7225 0.1109 -0.22
C -0.7341 1.3907 1.4890 -0.82
H 2.7971 2.7323 1.7652 0.26
H 1.9811 1.8049 0.4865 0.08
H 3.1602 3.0734 0.0624 0.34
H 1.0543 3.3318 -1.2064 0.33
H 0.3564 4.8443 -0.6106 0.39
H -1.4168 3.2428 -1.0234 0.37
H -1.3136 3.5965 0.7072 0.38
H -1.7582 1.4949 1.8613 0.30
H -0.0707 2.0165 2.0880 0.42
H -0.4263 0.3496 1.5978 0.22
```

Properties
Total charge = +1
HOMO energy = -0.434 Ha
Lowest unoccupied orbital energy = -4.4 eV

=====

Name the most stable of them. ii.